{
  "formula": "C4H23NO9",
  "method": "ωB97M-V/def2-TZVPD",
  "e_above_lowest_kcal_mol": 136.3,
  "homo_ha": -0.368,
  "smiles": "CCC(=O)NCO.O.O.O.O.O.O.O",
  "species": ["O", "C", "N", "C", "O", "C", "C", "H", "H", "H", "H", "H", "H", "H", "H", "H", "H", "H", "O", "H", "H", "O", "H", "H", "O", "H", "H", "O", "H", "H", "O", "H", "H", "O", "H", "H", "O"],
  "coordinates": [[1.469057, 0.652675, -0.992121], [0.298541, 0.627011, -0.902532], [-0.394852, 0.759946, -2.155350], [-1.789632, 1.164806, -2.400994], [-1.611883, 2.520146, -2.636087], [-0.382756, 1.200533, 0.310409], [-0.601860, 2.740750, 0.124564], [0.201246, 0.737362, -2.936098], [-2.346983, 0.689313, -3.191605], [-2.564721, 1.022805, -1.561400], [-0.948020, 3.069828, -2.200058], [-1.255653, 0.639400, 0.677793], [0.280319, 1.039524, 1.180751], [-1.671999, 2.785376, -0.215476], [-0.567049, 3.336654, 1.018772], [-0.074846, 3.508659, -0.510583], [2.038402, 2.760153, 1.915751], [2.301183, 1.896493, 0.616699], [2.399806, 1.895262, 1.661009], [0.560068, -1.085003, 4.043179], [0.693316, -0.224153, 2.895497], [0.083947, -0.405079, 3.702810], [1.791956, -3.734142, 0.983932], [0.462813, -3.180217, 0.927111], [1.129167, -3.558822, 1.431398], [-0.630492, -3.994678, -1.359037], [-0.394043, -2.575512, -1.167437], [-1.029599, -3.193385, -1.397838], [1.268138, -2.366181, -2.474262], [2.221666, -1.265032, -2.018770], [1.757768, -2.153809, -1.686160], [2.103441, -1.473972, 1.687481], [2.099006, 0.050478, 1.449967], [2.244888, -0.670026, 2.158281], [-2.350773, -1.233588, 1.446668], [-3.829190, -1.239959, 0.667118], [-2.960372, -0.743621, 0.906623]],
  "forces_ev_per_a": [[4.8676, -1.2524, 0.3578], [-4.5340, 3.4255, -2.7351], [-1.6957, -2.7653, 3.0773], [0.9810, 0.9774, 2.8636], [-2.1984, 2.1349, -2.3610], [0.7262, -0.4076, 1.6730], [-2.3784, 0.5865, -0.5823], [0.6982, -0.0479, -1.0248], [0.7229, -0.0451, -1.0239], [1.8638, -0.1572, -0.2756], [-0.1518, -1.3657, 0.3594], [-0.3122, 0.8008, -0.8543], [0.0776, 0.1929, -0.7339], [0.9198, 0.4906, 0.3552], [-0.1520, -0.5012, 1.1125], [0.3990, -1.8350, -0.1936], [0.1479, -0.3720, -0.0067], [0.3669, 0.0076, 2.9358], [-0.3211, 0.8673, -3.2114], [2.0443, -3.3041, 2.0025], [-1.2208, -0.3022, 1.9271], [-1.1710, 3.5183, -3.5210], [9.8123, -2.6091, -7.0356], [-1.6829, 0.9319, -1.5568], [-8.0863, 1.7076, 8.4985], [1.8393, -3.8898, 0.1713], [2.0058, 2.0335, 0.6215], [-3.8008, 1.8903, -0.7843], [-0.4436, -0.5056, -0.5708], [-1.3968, -2.6318, 1.5748], [1.7299, 3.0122, -0.9197], [-0.2050, -1.3265, -0.4374], [0.7206, -1.4841, 1.7869], [-0.1579, 2.2791, -1.5673], [-0.2224, -0.8868, 0.4358], [2.8267, 0.8668, 1.0827], [-2.6185, -0.0342, -1.4403]]
}



{
  "formula": "C4H24BO20",
  "method": "ωB97M-V/def2-TZVPD",
  "total_charge": -1,
  "e_above_lowest_kcal_mol": 74.9,
  "homo_ha": -0.277,
  "species": ["O", "C", "O", "B", "O", "C", "O", "O", "C", "O", "C", "O", "O", "O", "H", "H", "O", "H", "H", "O", "H", "H", "O", "H", "H", "O", "H", "H", "O", "H", "H", "O", "H", "H", "O", "H", "H", "O", "H", "H", "O", "H", "H", "O", "H", "H", "O", "H", "H"],
  "coordinates": [[-2.084792, 2.258160, -1.237606], [-1.050612, 1.533657, -1.041097], [-0.272611, 1.538881, 0.098731], [0.559433, 0.299655, 0.122403], [0.190739, -0.384166, -1.138155], [-0.692498, 0.284074, -1.836550], [-1.176262, -0.090889, -2.889482], [0.330332, -0.452746, 1.326291], [1.360593, -0.389876, 2.136436], [1.336009, -0.600385, 3.359731], [2.482703, 0.315966, 1.332605], [2.019108, 0.636423, 0.116918], [3.645404, 0.511858, 1.694665], [5.649157, 2.485958, 8.289369], [5.115841, 1.904182, 7.747758], [5.256446, 3.350844, 8.171181], [-5.448745, -4.879058, -3.796879], [-4.649939, -4.834489, -4.322394], [-5.664287, -3.965373, -3.609906], [1.031395, 2.839757, -8.532946], [1.551230, 3.640238, -8.605337], [0.303806, 3.077257, -7.958122], [0.813354, -2.216909, 10.017636], [0.901342, -3.141956, 10.247386], [1.054347, -2.175505, 9.092195], [-2.909936, -3.447759, -8.345537], [-3.557521, -2.756608, -8.483961], [-2.178884, -3.008186, -7.911303], [2.679035, -6.482541, 4.978497], [2.617533, -7.370765, 5.329936], [1.873271, -6.367428, 4.474782], [-6.860311, 5.912682, -0.197751], [-6.551195, 6.712324, -0.623480], [-6.219898, 5.245863, -0.445667], [-3.710539, 2.906588, -7.544998], [-3.512380, 3.122249, -6.633711], [-4.043519, 2.009758, -7.512435], [-0.661886, -6.121941, 1.785393], [-0.319958, -5.577512, 1.076227], [-0.803665, -6.978841, 1.383106], [4.600617, -2.398896, -4.012891], [4.638038, -3.081331, -3.342736], [4.920045, -1.611690, -3.571857], [-2.039875, 3.669611, 4.764259], [-1.957775, 3.768257, 3.815701], [-2.708072, 2.993791, 4.878319], [4.670133, 5.756016, 2.839409], [4.422993, 6.468821, 2.250282], [5.052254, 5.091981, 2.265588]],
  "forces_ev_per_a": [[4.7819, -2.6584, 0.6566], [-3.7635, 2.5070, 1.8880], [-1.3619, 0.1713, -2.1422], [0.3608, 0.9425, -1.3482], [0.4242, -0.4820, 0.4665], [-0.4585, -0.8212, -1.5228], [0.4945, 0.8025, 1.2579], [-0.6855, -0.7930, 0.2007], [-0.1558, 1.0061, 3.3945], [0.3937, 0.0118, -3.5250], [3.2979, 0.2306, -0.1928], [-0.6559, -0.4506, 1.3235], [-2.7086, -0.4393, -0.4864], [0.2134, -0.0382, 0.1956], [-0.1278, -0.1824, -0.1670], [-0.0871, 0.2176, -0.0447], [-0.1681, -0.2166, 0.0426], [0.2272, -0.0092, -0.1370], [-0.0484, 0.2288, 0.0918], [0.0730, -0.1702, -0.1512], [0.1534, 0.1682, -0.0229], [-0.2412, -0.0091, 0.1620], [-0.0729, 0.1426, 0.2021], [0.0170, -0.2139, 0.0673], [0.0550, 0.0754, -0.2814], [-0.0593, -0.2406, -0.0692], [-0.1721, 0.1487, -0.0463], [0.2407, 0.0915, 0.1342], [0.2135, 0.0721, 0.0877], [0.0101, -0.2020, 0.0925], [-0.2478, 0.1386, -0.2021], [-0.2371, 0.0172, 0.1141], [0.0673, 0.2016, -0.0835], [0.1825, -0.2326, -0.0288], [0.0219, 0.1638, -0.2418], [0.0656, 0.0593, 0.2732], [-0.0619, -0.2201, 0.0040], [0.0007, -0.0508, 0.2769], [0.0850, 0.2568, -0.1531], [-0.0649, -0.2085, -0.0895], [0.0253, -0.0815, -0.2808], [-0.0444, -0.1606, 0.1696], [0.0119, 0.2455, 0.1151], [0.0346, 0.1982, 0.2291], [0.0991, -0.0056, -0.2759], [-0.1183, -0.1985, 0.0340], [0.0402, 0.0970, 0.2408], [-0.1039, 0.1662, -0.1198], [0.0545, -0.2761, -0.1078]]
}



{
  "formula": "C4H24BO20",
  "method": "ωB97M-V/def2-TZVPD",
  "total_charge": -1,
  "e_above_lowest_kcal_mol": 134.4,
  "homo_ha": -0.312,
  "species": ["O", "C", "O", "B", "O", "C", "O", "O", "C", "O", "C", "O", "O", "O", "H", "H", "O", "H", "H", "O", "H", "H", "O", "H", "H", "O", "H", "H", "O", "H", "H", "O", "H", "H", "O", "H", "H", "O", "H", "H", "O", "H", "H", "O", "H", "H", "O", "H", "H"],
  "coordinates": [[22.212419, -28.770607, -22.477240], [23.453880, -28.892129, -22.480210], [24.319313, -27.970305, -22.359643], [25.566042, -28.420721, -22.858035], [25.291090, -29.744736, -23.478874], [24.134951, -29.945861, -23.168601], [23.592786, -31.053507, -23.388428], [26.581998, -28.565829, -21.785814], [27.485277, -27.772179, -21.948001], [28.544155, -27.764418, -21.290768], [27.225900, -27.092246, -23.232521], [26.143890, -27.411775, -23.778473], [27.616303, -25.951153, -23.406901], [20.183564, -30.655457, -21.100273], [19.418214, -30.744298, -21.469411], [20.861476, -30.249633, -21.758929], [26.904613, -23.231197, -23.046925], [27.448136, -23.910985, -22.861062], [27.092972, -22.495027, -22.468100], [22.458179, -26.959732, -20.107087], [22.685995, -26.886823, -21.075422], [21.453806, -27.241306, -19.962600], [27.172622, -25.199442, -26.323941], [28.138573, -25.259328, -26.402517], [26.946688, -25.647672, -25.495087], [24.822199, -32.381864, -25.700924], [24.361053, -33.196763, -25.305695], [24.851149, -31.611900, -25.084011], [21.605498, -32.760947, -24.380801], [22.425739, -32.199389, -24.295029], [20.868168, -32.171913, -24.281786], [24.290129, -25.848105, -24.846973], [24.817951, -26.319076, -24.421337], [24.037652, -25.021169, -24.305182], [20.911799, -26.178216, -22.680068], [20.922746, -25.893283, -23.520755], [21.013897, -27.163305, -22.807797], [31.549887, -26.691769, -20.447285], [30.715243, -26.594653, -20.925016], [31.746062, -27.558286, -20.728399], [28.762797, -29.846305, -19.313390], [28.174733, -29.406178, -18.614387], [28.999642, -29.433622, -20.140708], [28.157924, -30.678691, -23.035173], [27.878457, -31.169019, -23.843872], [27.492220, -30.952560, -22.410101], [30.066203, -24.594488, -21.774522], [29.850744, -24.904544, -22.631545], [30.752701, -23.984195, -21.924121]],
  "forces_ev_per_a": [[2.8194, -0.5383, 0.9293], [-5.4937, 1.4689, -1.5163], [0.2426, 2.5769, 1.6108], [1.7578, -0.1402, -0.5069], [5.3483, 2.8351, -0.7799], [-5.8148, -8.8161, -0.2326], [0.5004, 2.1960, 0.3341], [-5.6481, -3.7490, 1.1371], [8.1574, 0.3480, 0.7403], [-2.1249, 1.0253, -1.3926], [1.8438, 6.5534, 1.4283], [-2.9758, -3.8837, -0.9361], [1.9488, -0.3608, -0.7113], [9.0199, 1.7825, 2.2238], [-7.0322, -0.7013, -3.7913], [-1.9131, -0.9974, 1.5521], [-3.2935, 3.7295, -1.3460], [3.0078, -3.6180, 1.1495], [0.2278, -0.0727, 0.2308], [-2.2399, -0.6941, -0.0881], [-1.2203, -0.1220, 1.5396], [3.4532, 0.9783, -1.2208], [0.4163, -0.1702, -0.2222], [-0.5344, -0.0152, 0.2196], [0.1496, 0.3480, -0.1190], [-0.4118, -1.0675, 0.5074], [0.9962, 2.4497, -0.3949], [-0.5437, -1.5365, -0.2071], [1.5640, -0.0245, -0.2246], [-1.4142, -0.5971, 0.0926], [-0.3149, 0.5009, 0.1311], [-8.5401, 8.6504, -5.0077], [7.2613, -6.0426, 6.0513], [0.9387, -2.2699, -1.2345], [-0.0404, -3.2787, 4.0930], [0.0717, 1.9947, -4.7227], [0.0287, 1.3561, 0.5976], [-0.5756, 1.0036, -0.0053], [-0.2791, 0.7779, 0.2642], [0.9062, -1.8223, -0.1466], [-0.8091, -1.2372, 2.5954], [1.5405, -0.2003, -2.6798], [-0.7949, 1.3653, 0.1939], [-0.0830, -0.5603, -1.4055], [0.4434, 0.5947, 0.7401], [-0.2822, -0.0248, 0.6202], [-1.0200, -0.4400, 1.2995], [-0.6708, -0.7088, -1.3395], [1.4268, 1.1547, -0.0502]]
}



{
  "formula": "C4H24NO10",
  "method": "ωB97M-V/def2-TZVPD",
  "total_charge": -1,
  "e_above_lowest_kcal_mol": 53.6,
  "homo_ha": -0.101,
  "species": ["N", "H", "H", "H", "H", "C", "O", "O", "O", "O", "H", "H", "O", "H", "H", "O", "H", "H", "O", "H", "H", "O", "H", "H", "O", "H", "H", "C", "C", "C", "O", "H", "H", "H", "H", "H", "H", "H", "H"],
  "coordinates": [[-8.814882, 13.931661, 15.507062], [-9.674878, 14.493697, 15.598658], [-8.131393, 14.468398, 14.950034], [-8.885927, 12.985993, 15.076450], [-8.439395, 13.787416, 16.467733], [-7.858827, 10.749039, 14.438457], [-6.696813, 11.295471, 14.572416], [-7.932573, 9.461965, 14.407384], [-8.981796, 11.429164, 14.369947], [-8.916718, 12.893069, 11.769998], [-8.836789, 12.324904, 12.568931], [-9.561811, 12.444033, 11.218392], [-11.506086, 11.989974, 13.438342], [-11.412312, 12.412630, 12.582437], [-10.583258, 11.724946, 13.688858], [-5.105326, 12.372692, 16.566237], [-5.670081, 12.779356, 17.220555], [-5.742963, 11.946021, 15.934849], [-7.599333, 15.310225, 13.481550], [-7.323511, 16.224514, 13.360848], [-7.306066, 14.849078, 12.682214], [-11.155311, 15.132611, 16.323609], [-11.457304, 16.047697, 16.353039], [-11.878198, 14.645137, 15.902289], [-10.396063, 10.182906, 16.512784], [-9.791379, 10.662181, 15.907288], [-10.856669, 9.573423, 15.932588], [-7.098175, 15.165983, 18.535073], [-7.858595, 13.949112, 19.051497], [-9.260420, 14.326656, 19.510741], [-7.985670, 13.032638, 17.961450], [-7.676657, 15.848609, 17.912885], [-6.166404, 14.896361, 18.031552], [-6.700710, 15.691142, 19.409309], [-7.202228, 13.582218, 19.844762], [-9.339699, 15.047276, 20.329589], [-9.753472, 13.426412, 19.885576], [-9.837621, 14.758065, 18.694051], [-8.217850, 12.154483, 18.293624]],
  "forces_ev_per_a": [[0.8671, 1.3459, 0.9585], [0.2873, -0.6921, -0.2879], [-0.2501, -0.3744, 0.0753], [-0.3510, -1.2335, -0.7230], [-0.2307, -0.2054, -0.7048], [2.1764, -3.9633, 0.3347], [-1.1881, 1.3566, 0.0705], [-0.5466, 1.6401, -0.1639], [-0.6568, 2.0739, 0.0008], [-0.0211, 0.0567, 0.1523], [0.1125, 0.0094, 0.1131], [0.1265, -0.1130, -0.0389], [0.1045, 0.0468, 0.1174], [0.0701, 0.0759, 0.0061], [-0.1939, -0.1819, 0.1422], [0.0632, -0.0433, -0.1005], [-0.2682, 0.0092, 0.1452], [0.0977, -0.0656, -0.3022], [0.2722, 0.5132, -0.4662], [0.0333, -0.0871, 0.0245], [-0.2221, -0.2730, 0.2112], [-0.6237, 0.3218, 0.0500], [0.0411, -0.0832, -0.0178], [0.1735, -0.1063, 0.0485], [-0.0863, 0.4210, 0.4226], [-0.1153, -0.3497, -0.3037], [0.1968, -0.0400, -0.1574], [0.7874, 0.0953, 0.4639], [0.0450, 1.1413, -0.6533], [-0.1973, -0.2615, 0.7331], [0.4541, -0.2167, 0.8421], [-0.0765, -0.0772, -0.0032], [-0.2962, -0.2860, -0.3793], [-0.4590, 0.3560, 0.0048], [-0.4260, -0.6143, 0.1004], [0.5413, 0.0371, 0.0281], [-0.2159, 0.0164, -0.2294], [0.0375, -0.2714, -0.2199], [-0.0628, 0.0222, -0.2941]]
}



Number 1: DFT total energy -897.985875 Ha, HOMO-LUMO gap 10.1897 eV. Number 2: DFT total energy -1696.748548 Ha, HOMO-LUMO gap 9.2883 eV. Number 3: DFT total energy -1696.653769 Ha, HOMO-LUMO gap 9.9785 eV. Number 4: DFT total energy -974.027722 Ha, HOMO-LUMO gap 4.7230 eV.